(1)
A single C5H6IN3O2 molecule. Source: the Open Molecules 2025 dataset; level of theory: ωB97M-V with the def2-TZVPD basis set.

```
17
Properties=species:S:1:pos:R:3:forces:R:3
N -1.2450 -0.8296 1.5522 -2.1 1.5 -2.6
C -0.4342 0.1200 0.8512 -2.3 1.0 0.9
I 0.1958 1.7140 2.4563 0.1 -0.3 -0.7
N -1.3333 0.8324 -0.0520 -0.2 -0.9 2.0
C -0.8362 1.3685 -1.0612 1.1 1.0 -0.9
C 0.5805 1.3626 -1.4562 0.3 -1.3 0.4
C 1.3637 0.4045 -0.9205 0.2 2.7 -2.4
C 0.8044 -0.3929 0.1568 0.9 -2.3 2.0
N 0.3086 -1.8287 -0.2719 1.6 1.3 -0.3
O 0.8375 -2.7533 0.2321 1.6 -1.8 2.0
O -0.5175 -1.9277 -1.0991 -2.2 0.7 -2.2
H -0.9487 -1.2479 2.3634 1.4 -0.9 2.0
H -2.2805 -0.6003 1.6411 2.2 0.1 -0.6
H -1.4982 1.9276 -1.6706 -0.7 0.4 -0.7
H 0.9512 2.0166 -2.2395 -0.2 0.0 0.2
H 2.4105 0.4342 -1.3354 -1.0 -0.9 1.1
H 1.6415 -0.6001 0.8534 -0.8 -0.2 -0.1
```
Positions in Å, forces in eV/Å.

Its max |F| is 3.6 eV Å⁻¹. As for the total energy: -806.4197 a.u. The SMILES is N[C@]1(I)N=CC=C[C@@H]1[N+](=O)[O-]. As for the relative energy (zero: lowest compared OMol25 entry of this formula, charge and spin): 93.47 kJ/mol.

Results of the Löwdin charge analysis, in e, for atoms 1 through 6: atom 1 (N): 0.052, atom 2 (C): -0.753, atom 3 (I): 0.605, atom 4 (N): 0.065, atom 5 (C): -0.163, atom 6 (C): -0.024



(2)
A single C5H6INO molecule. Source: the Open Molecules 2025 dataset; level of theory: ωB97M-V with the def2-TZVPD basis set.

```
14
Properties=species:S:1:pos:R:3:forces:R:3
C -0.9032 -1.2708 0.1677 1.1 -1.7 -0.9
C 0.1424 1.5389 -0.4156 -1.1 -0.4 0.7
C 0.2205 -1.0566 -0.8363 -3.6 1.1 -0.5
C -1.2629 0.6436 1.6363 -2.5 0.4 -1.8
C 0.8609 0.2459 -0.6078 1.7 0.9 1.1
N -1.1865 -0.3631 0.9901 0.4 -0.9 0.9
O 0.4247 2.3819 0.3694 1.1 1.2 0.8
I 2.3839 -0.0699 0.9820 -0.6 0.3 -0.2
H -1.2687 -2.3067 0.0952 -0.7 0.9 0.8
H -0.7279 1.7490 -1.0173 -0.6 -0.4 -1.1
H 0.9223 -1.8053 -0.7985 1.6 -1.9 0.1
H -0.3703 -1.2098 -1.7594 0.9 0.7 -0.4
H -0.7893 0.9039 2.5046 1.4 0.3 2.1
H 1.5542 0.6189 -1.3103 0.9 -0.4 -1.6
```
Positions in Å, forces in eV/Å.

Its max |F| is 3.8 eV Å⁻¹. As for the total energy: -621.6613 a.u. As for the relative energy (zero: lowest compared OMol25 entry of this formula, charge and spin): 376.73 kJ/mol.

Results of the Löwdin charge analysis, in e, for atoms 1 through 6: atom 1 (C): -0.153, atom 2 (C): -0.382, atom 3 (C): -0.270, atom 4 (C): 0.071, atom 5 (C): -0.598, atom 6 (N): -0.054



Respective frontier orbital gap values: 0.30224; 0.29303 Ha.
Respective HOMO energy values: -9.150; -7.868 eV.